1.
{
  "formula": "C6H24FN12O6",
  "method": "wB97M-V/def2-TZVPD",
  "charge": -1,
  "orbital_gap_ev": 9.463,
  "e_tot_ev": -39503.8976,
  "homo_energy_ev": -6.86,
  "relative_energy_ev": 1.876,
  "elements": ["F", "C", "O", "N", "N", "H", "H", "H", "H", "C", "O", "N", "N", "H", "H", "H", "H", "C", "O", "N", "N", "H", "H", "H", "H", "C", "O", "N", "N", "H", "H", "H", "H", "C", "O", "N", "N", "H", "H", "H", "H", "C", "O", "N", "N", "H", "H", "H", "H"],
  "xyz": [[-0.068, 0.292, 0.425], [1.885, -2.144, 1.454], [2.528, -3.091, 1.891], [0.830, -2.373, 0.625], [2.246, -0.843, 1.567], [0.423, -1.519, 0.247], [0.273, -3.204, 0.654], [3.130, -0.447, 1.834], [1.700, -0.100, 1.152], [-0.927, 3.201, -1.373], [-1.322, 4.269, -1.838], [0.107, 2.474, -1.796], [-1.625, 2.538, -0.400], [0.626, 2.836, -2.576], [0.249, 1.547, -1.428], [-1.187, 1.764, 0.083], [-2.536, 2.849, -0.122], [-2.930, -0.668, -2.642], [-2.162, 0.022, -3.299], [-2.775, -0.820, -1.289], [-3.941, -1.409, -3.142], [-2.127, -0.171, -0.865], [-3.357, -1.417, -0.734], [-4.553, -1.695, -2.399], [-4.230, -0.950, -3.996], [1.622, -2.095, -2.929], [0.606, -2.783, -2.969], [2.813, -2.383, -3.456], [1.651, -0.883, -2.278], [2.813, -3.212, -4.029], [3.559, -1.717, -3.489], [2.578, -0.534, -2.130], [0.844, -0.604, -1.744], [2.082, 2.919, 2.414], [2.689, 3.934, 2.785], [2.118, 2.502, 1.120], [1.173, 2.257, 3.163], [1.288, 2.014, 0.809], [2.945, 2.641, 0.573], [0.879, 1.428, 2.681], [1.096, 2.343, 4.158], [-1.603, -0.982, 3.384], [-2.072, -1.484, 4.395], [-2.238, -0.992, 2.188], [-0.377, -0.409, 3.282], [-3.193, -1.298, 2.269], [-1.713, -1.177, 1.347], [-0.060, -0.129, 2.364], [0.245, -0.299, 4.060]]
}



2.
{
  "formula": "C6H24KN12O6",
  "method": "wB97M-V/def2-TZVPD",
  "charge": 1,
  "orbital_gap_ev": 8.327,
  "e_tot_ev": -53085.9456,
  "homo_energy_ev": -11.14,
  "relative_energy_ev": 21.027,
  "elements": ["K", "C", "O", "N", "N", "H", "H", "H", "H", "C", "O", "N", "N", "H", "H", "H", "H", "C", "O", "N", "N", "H", "H", "H", "H", "C", "O", "N", "N", "H", "H", "H", "H", "C", "O", "N", "N", "H", "H", "H", "H", "C", "O", "N", "N", "H", "H", "H", "H"],
  "xyz": [[0.049, -0.474, 0.843], [1.425, 2.015, 0.605], [0.529, 1.326, 1.082], [1.699, 3.248, 0.948], [2.278, 1.631, -0.286], [2.610, 3.633, 0.740], [1.114, 3.441, 1.748], [2.897, 2.367, -0.595], [2.041, 0.765, -0.749], [0.203, 0.742, 3.436], [-0.067, -0.339, 2.915], [0.477, 0.882, 4.654], [-0.157, 1.900, 2.987], [0.742, -0.007, 5.052], [1.058, 1.666, 4.914], [-0.978, 2.243, 3.464], [-0.041, 1.885, 1.984], [2.171, -2.197, 0.017], [1.475, -1.637, 0.839], [1.788, -3.213, -0.780], [3.368, -1.866, -0.295], [0.808, -3.448, -0.721], [2.512, -3.874, -1.021], [3.799, -1.037, 0.089], [3.673, -2.302, -1.154], [-1.519, 1.610, -0.537], [-1.572, 0.832, 0.355], [-2.205, 1.552, -1.660], [-0.829, 2.709, -0.399], [-2.209, 2.245, -2.395], [-2.505, 0.628, -1.935], [-0.682, 3.320, -1.190], [-0.122, 2.573, 0.309], [-2.517, -1.568, -0.007], [-1.753, -1.751, 0.899], [-3.179, -0.465, 0.033], [-2.667, -2.278, -1.076], [-3.504, -0.290, -0.907], [-2.864, 0.328, 0.572], [-3.256, -2.041, -1.862], [-1.943, -2.947, -1.296], [-0.204, -1.440, -2.012], [-0.016, -1.517, -0.782], [0.707, -2.010, -2.817], [-1.289, -0.917, -2.502], [0.650, -1.777, -3.798], [1.547, -2.341, -2.364], [-2.022, -0.519, -1.932], [-1.520, -1.286, -3.414]]
}



3.
{
  "formula": "C6H24N12O6",
  "method": "wB97M-V/def2-TZVPD",
  "smiles": "NC(N)=O.NC(N)=O.NC(N)=O.NC(N)=O.NC(N)=O.NC(N)=O",
  "orbital_gap_ev": 8.451,
  "e_tot_ev": -36780.6958,
  "homo_energy_ev": -8.41,
  "relative_energy_ev": 4.080,
  "elements": ["C", "O", "N", "N", "H", "H", "H", "H", "C", "O", "N", "N", "H", "H", "H", "H", "C", "O", "N", "N", "H", "H", "H", "H", "C", "O", "N", "N", "H", "H", "H", "H", "C", "O", "N", "N", "H", "H", "H", "H", "C", "O", "N", "N", "H", "H", "H", "H"],
  "xyz": [[-1.756, 10.715, 10.286], [-0.564, 10.829, 10.048], [-2.467, 11.480, 11.061], [-2.493, 9.808, 9.857], [-3.348, 11.141, 11.421], [-2.107, 12.379, 11.346], [-3.459, 10.079, 9.748], [-2.124, 8.944, 9.485], [3.981, 5.097, 14.546], [4.828, 4.668, 15.297], [4.214, 5.888, 13.541], [2.658, 5.055, 14.834], [5.123, 6.283, 13.348], [3.427, 6.198, 12.988], [2.378, 4.650, 15.715], [2.166, 5.762, 14.305], [3.110, 11.785, 10.647], [3.127, 11.700, 11.866], [4.102, 11.544, 9.878], [2.099, 12.268, 10.003], [4.992, 11.487, 10.353], [4.141, 11.822, 8.908], [1.399, 12.881, 10.394], [2.068, 12.022, 9.024], [1.751, 8.298, 12.111], [1.434, 7.237, 12.648], [0.965, 8.791, 11.232], [2.666, 9.012, 12.631], [1.126, 9.752, 10.965], [0.090, 8.350, 10.987], [2.801, 9.967, 12.330], [3.075, 8.544, 13.427], [4.574, 10.125, 15.239], [3.775, 9.234, 15.131], [5.466, 10.170, 16.190], [4.719, 11.160, 14.524], [6.049, 10.968, 16.401], [5.481, 9.479, 16.926], [5.133, 11.882, 15.096], [4.220, 11.285, 13.655], [1.574, 11.908, 16.730], [2.698, 12.175, 17.165], [1.286, 10.920, 15.975], [0.571, 12.695, 17.156], [2.035, 10.518, 15.429], [0.353, 10.732, 15.636], [-0.380, 12.521, 16.862], [0.772, 13.374, 17.876]]
}



4.
{
  "formula": "C6H24N12O6",
  "method": "wB97M-V/def2-TZVPD",
  "smiles": "NC(N)=O.NC(N)=O.NC(N)=O.NC(N)=O.NC(N)=O.NC(N)=O",
  "orbital_gap_ev": 8.313,
  "e_tot_ev": -36779.9231,
  "homo_energy_ev": -8.13,
  "relative_energy_ev": 4.852,
  "elements": ["C", "O", "N", "N", "H", "H", "H", "H", "C", "O", "N", "N", "H", "H", "H", "H", "C", "O", "N", "N", "H", "H", "H", "H", "C", "O", "N", "N", "H", "H", "H", "H", "C", "O", "N", "N", "H", "H", "H", "H", "C", "O", "N", "N", "H", "H", "H", "H"],
  "xyz": [[-0.815, 0.402, -1.018], [-1.374, -0.203, -1.912], [0.395, 0.757, -1.074], [-1.363, 0.782, 0.127], [0.919, 1.075, -0.271], [0.909, 0.533, -1.913], [-2.371, 0.726, 0.165], [-0.862, 1.266, 0.859], [-1.236, -2.788, 2.752], [-1.316, -2.355, 3.922], [-0.530, -2.165, 1.859], [-1.722, -3.911, 2.355], [-0.407, -2.729, 1.030], [-0.122, -1.262, 2.054], [-2.103, -4.498, 3.083], [-1.814, -4.306, 1.430], [2.170, -0.676, -4.448], [1.393, -1.217, -5.081], [2.722, 0.499, -4.806], [2.847, -1.087, -3.407], [3.552, 0.850, -4.350], [2.806, 0.522, -5.812], [2.623, -2.005, -3.052], [3.379, -0.405, -2.885], [-1.079, 3.066, 3.669], [-0.775, 1.966, 3.330], [-0.444, 3.802, 4.505], [-1.827, 3.839, 2.937], [-0.549, 4.781, 4.733], [0.100, 3.336, 5.217], [-2.258, 4.614, 3.420], [-2.272, 3.715, 2.039], [3.124, 0.203, 2.590], [3.356, 0.766, 1.562], [1.995, 0.418, 3.185], [3.956, -0.464, 3.254], [1.752, -0.061, 4.040], [1.227, 0.912, 2.753], [4.813, -0.769, 2.816], [3.660, -0.697, 4.191], [-3.123, -0.912, -4.646], [-3.878, -1.207, -5.567], [-1.877, -0.510, -4.755], [-3.541, -1.225, -3.398], [-1.265, -0.554, -3.952], [-1.559, -0.007, -5.571], [-4.484, -1.497, -3.159], [-2.732, -1.320, -2.800]]
}